Below is a structure of composition C16H27N3O3 at a distorted geometry, with properties calculated with ωB97M-V/def2-TZVPD.

The geometry in ORCA input format:
```
! RIJCOSX wB97M-V def2-TZVPD def2/J DEFGRID3
* xyz 0 1
C -2.55 0.66 -1.13
C -1.98 1.93 -0.97
C -1.23 2.23 -2.31
C -0.58 3.75 -2.30
C 0.41 3.97 -1.34
C 1.80 3.04 -1.61
N 1.62 1.86 -0.93
C 1.55 0.39 -1.56
C 1.09 -0.66 -0.79
C 1.14 -1.99 -1.15
O 1.75 -2.47 -2.39
N 0.67 -2.99 -0.50
C -0.08 -2.69 0.94
O -0.24 -3.77 1.56
N 0.00 -1.49 1.27
C 0.67 -0.29 0.64
O 0.42 0.84 1.25
C -0.44 -1.12 2.69
C -1.97 -0.97 2.52
C -2.52 -0.68 3.90
C -2.16 0.43 4.67
H -0.86 0.27 5.00
H -2.01 1.30 4.18
H -2.51 0.59 5.67
H -2.65 -1.85 4.21
H -3.73 -0.60 3.75
H -2.11 0.28 2.09
H -2.41 -1.71 1.86
H 0.19 -0.30 3.13
H -0.37 -2.10 3.31
H 0.71 -4.01 -0.74
C 2.14 0.18 -2.89
H 2.75 1.03 -3.19
H 1.41 -0.08 -3.48
H 2.96 -0.54 -2.72
H 1.25 1.54 -0.09
H 1.78 2.75 -2.78
H 2.94 3.40 -1.07
H 1.07 4.91 -1.45
H 0.46 3.76 -0.42
H -0.10 4.06 -3.16
H -1.01 4.63 -2.08
H -1.92 2.52 -3.22
H -0.53 1.77 -2.59
H -2.67 2.78 -0.99
H -1.31 1.93 -0.12
H -3.37 0.71 -1.90
H -1.95 -0.07 -1.23
H -3.17 0.30 -0.37
*
```

Properties
- HOMO energy: -0.316 Eh
- Relative energy (zero: lowest compared OMol25 entry of this formula, charge and spin): 367.4 kcal per mole

Löwdin population analysis, charges in e, atoms 1 to 5: C -0.139; C -0.235; C -0.074; C -0.199; C -0.204


Below is a structure of composition C25H32FO2Pt at a distorted geometry, with properties calculated with ωB97M-V/def2-TZVPD.

The geometry in ORCA input format:
```
! RIJCOSX wB97M-V def2-TZVPD def2/J DEFGRID3
* xyz -1 3
O 0.09 -0.16 -4.96
C -0.02 1.13 -5.65
C -0.22 0.53 -7.04
H 0.91 1.68 -5.54
H -0.88 1.71 -5.30
C -0.03 -0.81 -6.25
H 0.59 0.72 -7.73
H -1.23 0.63 -7.44
C 1.21 -1.53 -6.73
H 2.07 -0.85 -6.75
H 1.01 -1.87 -7.75
H 1.45 -2.39 -6.10
C -1.24 -1.71 -6.39
H -2.16 -1.17 -6.13
H -1.14 -2.60 -5.77
H -1.31 -2.01 -7.45
Pt -0.11 -0.40 3.06
C -2.31 -1.10 3.82
C -1.91 0.29 4.00
C -1.91 0.91 2.68
H -1.80 0.81 4.95
C -2.48 -0.05 1.76
C -2.72 -1.25 2.46
H -3.21 -2.13 2.05
H -2.42 -1.81 4.64
H -1.77 1.97 2.51
H -2.80 0.19 0.75
C 0.82 -2.11 4.24
C -0.06 -2.79 3.33
C 0.35 -2.48 1.99
H -0.87 -3.47 3.60
C 1.51 -1.63 2.06
C 1.83 -1.43 3.46
H 2.69 -0.89 3.84
H 0.80 -2.18 5.33
H -0.07 -2.90 1.08
H 2.10 -1.27 1.22
O 0.12 0.16 0.27
C -0.30 -0.73 -0.78
C -0.63 0.14 -1.98
H -1.18 -1.30 -0.42
H 0.51 -1.45 -0.99
C 0.17 1.41 -1.75
H -1.71 0.35 -1.95
H -0.41 -0.33 -2.94
C 0.22 1.51 -0.23
H -0.23 2.29 -2.24
H 1.20 1.26 -2.11
H -0.61 2.10 0.19
H 1.18 1.93 0.13
F 2.81 4.00 6.27
C 2.09 3.06 5.57
C 2.09 3.15 4.18
C 1.39 2.16 3.47
C 0.77 1.13 4.16
C 0.75 1.08 5.55
C 1.43 2.06 6.28
H 2.60 3.95 3.66
H 1.33 2.16 2.38
H 0.21 0.28 6.04
H 1.45 2.05 7.37
*
```

Properties
- HOMO energy (alpha / beta): -0.012 / -0.099 Eh
- Relative energy (zero: lowest compared OMol25 entry of this formula, charge and spin): 0.3 kcal per mole
- ⟨S²⟩: 2.019

Löwdin population analysis, charges in e, atoms 1 to 5: O -0.100; C -0.150; C -0.079; H 0.118; H 0.118


Below is the molecule CH4 at a distorted geometry, with properties calculated with ωB97M-V/def2-TZVPD.

The geometry in ORCA input format:
```
! RIJCOSX wB97M-V def2-TZVPD def2/J DEFGRID3
* xyz 0 1
C -0.01 -0.03 0.00
H 0.90 -0.16 0.57
H -0.88 -0.19 0.62
H -0.02 -0.63 -0.88
H 0.01 1.01 -0.32
*
```

Properties
- HOMO energy: -0.484 Eh
- Relative energy (zero: lowest compared OMol25 entry of this formula, charge and spin): 0.7 kcal per mole
- SMILES string: C

Just the Löwdin charges please, in e? Sure, here they are: C -0.043; H 0.015; H 0.010; H 0.005; H 0.013


Below is a structure of composition C15H28CaF10N5O32S10 at a distorted geometry, with properties calculated with ωB97M-V/def2-TZVPD.

The geometry in ORCA input format:
```
! RIJCOSX wB97M-V def2-TZVPD def2/J DEFGRID3
* xyz -3 1
Ca 2.80 -0.05 1.06
N -4.88 3.28 -0.81
S -5.73 2.51 -1.90
O -6.93 1.85 -1.50
O -5.04 1.94 -3.02
F -6.30 3.89 -2.56
S -4.38 2.00 0.08
O -3.55 1.08 -0.63
O -5.24 1.54 1.12
F -3.36 2.87 0.95
N 2.09 -5.24 -5.13
S 2.68 -5.64 -3.65
O 1.81 -5.79 -2.54
O 4.04 -5.26 -3.40
F 2.92 -7.19 -4.05
S 2.09 -3.65 -4.95
O 3.31 -2.92 -5.05
O 1.16 -3.18 -3.97
F 1.34 -3.31 -6.33
N 4.12 0.68 2.83
S 5.52 -0.17 3.13
O 5.58 -0.89 4.34
O 6.70 0.43 2.61
F 5.19 -1.26 1.98
S 4.19 1.69 4.03
O 5.21 2.68 3.82
O 3.96 1.28 5.37
F 2.84 2.49 3.70
N 2.05 -1.21 5.53
S 1.04 -0.88 4.32
O -0.15 -1.63 4.27
O 1.58 -0.54 3.04
F 0.51 0.47 4.93
S 2.43 -2.70 5.09
O 3.31 -2.74 3.95
O 1.51 -3.76 5.30
F 3.55 -2.97 6.24
N 0.82 0.19 -0.08
S -0.21 1.22 0.73
O -1.00 0.68 1.77
O -0.67 2.40 0.12
F 1.10 1.71 1.62
S -0.27 -0.45 -1.05
O -0.58 0.28 -2.22
O -1.30 -1.15 -0.37
F 0.60 -1.71 -1.52
C -0.75 -5.14 -0.66
C -1.59 -4.66 -1.82
C -1.27 -5.33 -3.18
O -2.54 -5.87 -3.58
C -3.48 -5.65 -2.66
O -4.62 -5.98 -2.76
O -2.96 -5.03 -1.58
H -0.62 -6.23 -0.71
H -1.28 -4.96 0.28
H 0.22 -4.66 -0.61
H -1.52 -3.57 -1.82
H -0.58 -6.15 -2.95
H -0.73 -4.71 -3.89
C -3.21 -2.14 1.85
O -3.73 -2.53 3.14
C -4.87 -2.01 3.55
O -5.42 -1.07 3.05
O -5.25 -2.65 4.67
C -6.44 -2.17 5.26
H -3.02 -1.07 1.91
H -3.94 -2.39 1.10
H -2.25 -2.62 1.70
H -6.45 -2.62 6.26
H -7.33 -2.60 4.77
H -6.58 -1.10 5.29
C 1.61 6.10 -0.30
C 0.27 6.31 -0.96
O -0.01 5.21 -1.82
C -1.28 4.85 -2.07
O -2.22 5.11 -1.38
O -1.24 4.03 -3.10
C -2.37 3.17 -3.32
H 1.65 5.17 0.26
H 1.89 6.95 0.33
H 2.40 6.09 -1.05
H 0.12 7.22 -1.54
H -0.46 6.35 -0.14
H -3.02 3.49 -4.13
H -2.95 3.02 -2.42
H -1.95 2.21 -3.60
C 1.91 2.85 -3.59
C 2.25 2.33 -2.21
O 3.39 3.10 -1.73
C 3.88 2.88 -0.55
O 3.67 1.90 0.16
O 4.71 3.84 -0.22
C 5.39 3.77 1.03
H 1.42 3.82 -3.53
H 1.21 2.21 -4.12
H 2.84 2.89 -4.16
H 2.48 1.27 -2.25
H 1.46 2.52 -1.48
H 4.80 4.26 1.81
H 6.30 4.37 0.98
H 5.62 2.75 1.32
*
```

Properties
- HOMO energy: -0.127 Eh

Löwdin population analysis, charges in e, atoms 1 to 5: Ca 1.536; N -0.270; S 0.459; O -0.293; O -0.299


What did the first record say?
Below is a structure of composition C16H27N3O3 at a distorted geometry, with properties calculated with ωB97M-V/def2-TZVPD.

The geometry in ORCA input format:
```
! RIJCOSX wB97M-V def2-TZVPD def2/J DEFGRID3
* xyz 0 1
C -2.55 0.66 -1.13
C -1.98 1.93 -0.97
C -1.23 2.23 -2.31
C -0.58 3.75 -2.30
C 0.41 3.97 -1.34
C 1.80 3.04 -1.61
N 1.62 1.86 -0.93
C 1.55 0.39 -1.56
C 1.09 -0.66 -0.79
C 1.14 -1.99 -1.15
O 1.75 -2.47 -2.39
N 0.67 -2.99 -0.50
C -0.08 -2.69 0.94
O -0.24 -3.77 1.56
N 0.00 -1.49 1.27
C 0.67 -0.29 0.64
O 0.42 0.84 1.25
C -0.44 -1.12 2.69
C -1.97 -0.97 2.52
C -2.52 -0.68 3.90
C -2.16 0.43 4.67
H -0.86 0.27 5.00
H -2.01 1.30 4.18
H -2.51 0.59 5.67
H -2.65 -1.85 4.21
H -3.73 -0.60 3.75
H -2.11 0.28 2.09
H -2.41 -1.71 1.86
H 0.19 -0.30 3.13
H -0.37 -2.10 3.31
H 0.71 -4.01 -0.74
C 2.14 0.18 -2.89
H 2.75 1.03 -3.19
H 1.41 -0.08 -3.48
H 2.96 -0.54 -2.72
H 1.25 1.54 -0.09
H 1.78 2.75 -2.78
H 2.94 3.40 -1.07
H 1.07 4.91 -1.45
H 0.46 3.76 -0.42
H -0.10 4.06 -3.16
H -1.01 4.63 -2.08
H -1.92 2.52 -3.22
H -0.53 1.77 -2.59
H -2.67 2.78 -0.99
H -1.31 1.93 -0.12
H -3.37 0.71 -1.90
H -1.95 -0.07 -1.23
H -3.17 0.30 -0.37
*
```

Properties
- HOMO energy: -0.316 Eh
- Relative energy (zero: lowest compared OMol25 entry of this formula, charge and spin): 367.4 kcal per mole

Löwdin population analysis, charges in e, atoms 1 to 5: C -0.139; C -0.235; C -0.074; C -0.199; C -0.204